# C9H17NO

An isolated molecule of C9H17NO in a non-equilibrium geometry (ωB97M-V/def2-TZVPD, OMol25).

Geometry (Å):
C: 1.46532 -1.46593 -1.67864
N: 0.91696 -0.70841 -0.51934
C: -0.03580 -1.53923 0.24259
C: -1.33797 -1.46491 -0.78877
C: -1.00742 -0.30403 -1.74070
C: 0.14227 0.54286 -1.03791
C: -0.46280 1.50707 0.16027
C: 0.35352 1.04561 1.35008
C: -0.10526 2.11727 2.39653
O: 1.84219 1.09954 1.60239
C: -0.32471 -0.37784 1.43061
H: 0.85514 -2.20378 -2.23356
H: 1.96388 -0.84110 -2.47064
H: 2.21016 -2.40553 -1.51203
H: 0.42515 -2.60144 0.49572
H: -2.42456 -1.47983 -0.50961
H: -1.23336 -2.52347 -1.20146
H: -0.57388 -1.01327 -2.57668
H: -1.88953 0.20041 -2.09850
H: 0.77539 1.00346 -1.97732
H: -0.41815 2.74835 -0.22948
H: -1.48293 1.33088 -0.15760
H: 0.26932 3.23462 1.98019
H: 0.63601 1.91358 3.26834
H: -1.21206 2.16844 2.73216
H: 2.25251 0.60467 0.95474
H: -1.45005 0.02504 1.51876
H: -0.14938 -0.61300 2.59988

2S+1: 1
E in Ha: -482.862835

Atom charges from the Löwdin analysis, given in e for atoms 1 to 8:
1. C -0.145
2. N -0.204
3. C -0.175
4. C -0.168
5. C -0.193
6. C -0.199
7. C -0.138
8. C -0.538